A cluster of 2 separate species, CH7OS in total at a distorted geometry. Source: OMol25; level of theory: ωB97M-V/def2-TZVPD.

Values from the calculation:
- max |F| (eV Å⁻¹) = 4.833
- net charge = +1
- energy above the lowest of the compared OMol25 structures with the same formula, charge and spin (eV) = 1.1730
- Kohn-Sham gap (eV) = 11.27

Atoms and positions in Å:
1 O -0.892 0.536 2.353
2 H 1.456 0.937 -1.026
3 H -1.375 -0.141 2.922
4 H -0.739 1.326 2.992
5 C -0.618 -0.253 -0.314
6 S 0.809 -0.221 -1.312
7 H -0.917 -1.010 0.406
8 H -0.764 0.693 0.297
9 H -1.594 -0.262 -0.939
10 H 1.836 -0.777 -0.609

Atomic partial charges in e from the Mulliken method, atoms 1 to 2: -0.65 0.29